[1]
A cluster of 14 separate species, C18H64N10O14 in total in a non-equilibrium geometry. Source: the Open Molecules 2025 dataset; level of theory: the ωB97M-V functional and the def2-TZVPD basis.

Its charge is 0. For the lowest unoccupied orbital energy, the calculation gives -0.93 eV. The spin multiplicity is 1.

Cartesian coordinates (Å):
C  -24.42  -4.15  7.22
C  -23.72  -5.27  8.07
O  -22.38  -5.16  7.67
H  -23.98  -3.17  7.38
H  -25.47  -4.04  7.48
H  -24.28  -4.41  6.18
H  -24.22  -6.21  7.67
H  -23.84  -5.14  9.14
H  -22.08  -6.03  7.50
C  -15.14  -4.87  6.08
C  -16.64  -4.83  6.19
O  -16.94  -4.52  7.49
H  -14.65  -5.56  6.83
H  -14.66  -3.85  6.09
H  -14.77  -5.31  5.14
H  -17.05  -5.81  5.97
H  -17.13  -4.17  5.41
H  -17.23  -5.34  7.95
C  -15.47  -7.03  1.96
C  -16.69  -7.89  1.81
O  -17.85  -7.34  2.42
H  -14.56  -7.61  1.78
H  -15.35  -6.76  3.04
H  -15.37  -6.17  1.26
H  -16.41  -8.89  2.21
H  -16.98  -8.00  0.75
H  -18.58  -7.90  2.07
C  -14.85  -8.58  6.60
C  -15.93  -8.39  5.55
O  -16.17  -9.55  4.87
H  -14.03  -9.03  6.14
H  -15.20  -9.28  7.38
H  -14.43  -7.72  7.00
H  -15.71  -7.55  4.85
H  -16.80  -7.94  6.00
H  -16.88  -9.38  4.25
C  -21.27  -1.90  4.91
O  -21.45  -1.75  3.55
N  -20.07  -1.94  5.30
N  -22.18  -1.87  5.90
H  -19.31  -2.03  4.58
H  -19.92  -2.59  6.13
H  -23.16  -1.93  5.65
H  -21.93  -2.06  6.95
C  -18.58  -3.74  3.07
O  -18.12  -2.59  3.62
N  -17.77  -4.69  2.81
N  -19.82  -4.04  2.91
H  -16.84  -4.38  2.98
H  -17.87  -5.73  2.75
H  -20.53  -3.26  2.95
H  -20.04  -4.97  2.51
C  -20.00  -2.61  8.34
O  -19.51  -1.68  9.17
N  -21.34  -2.71  8.30
N  -19.40  -3.37  7.54
H  -21.90  -1.95  8.73
H  -21.79  -3.58  7.95
H  -18.43  -3.67  7.71
H  -19.81  -4.17  7.10
C  -20.65  -7.70  1.88
O  -20.90  -6.36  2.09
N  -20.15  -8.18  0.80
N  -21.06  -8.58  2.67
H  -19.66  -7.69  0.04
H  -20.12  -9.19  0.78
H  -21.41  -8.20  3.60
H  -20.90  -9.57  2.58
C  -18.37  -7.86  9.03
O  -17.74  -6.86  8.31
N  -18.09  -8.06  10.28
N  -19.00  -8.77  8.47
H  -17.57  -7.30  10.77
H  -18.77  -8.43  10.97
H  -19.20  -8.84  7.41
H  -19.50  -9.37  9.14
C  -23.35  -4.93  3.67
O  -24.49  -4.21  3.48
H  -22.59  -4.46  3.07
H  -23.31  -5.96  3.26
H  -22.92  -4.91  4.68
H  -24.49  -3.99  2.53
C  -24.01  -8.05  5.36
O  -22.83  -8.89  5.06
H  -24.42  -8.43  6.27
H  -24.67  -8.10  4.53
H  -23.63  -7.00  5.26
H  -22.19  -8.91  5.81
C  -20.53  -10.81  6.11
O  -19.65  -9.76  5.80
H  -20.11  -11.71  5.78
H  -21.46  -10.77  5.60
H  -20.72  -10.92  7.20
H  -19.29  -9.73  4.92
C  -22.60  -8.47  9.12
O  -21.83  -7.79  8.18
H  -23.60  -8.37  8.75
H  -22.64  -7.88  10.00
H  -22.39  -9.52  9.38
H  -20.87  -8.08  8.18
C  -19.92  -6.58  5.28
O  -19.78  -5.23  5.57
H  -19.21  -7.06  5.90
H  -19.61  -6.88  4.27
H  -20.89  -6.94  5.44
H  -19.98  -4.70  4.81


[2]
A cluster of 2 separate species, CH3FN2O2 in total in a non-equilibrium geometry. Source: the Open Molecules 2025 dataset; level of theory: the ωB97M-V functional and the def2-TZVPD basis.

Its charge is 0. For the lowest unoccupied orbital energy, the calculation gives -0.31 eV. Its structure (SMILES) is C=N[N+](=O)[O-].F. The spin multiplicity is 1.

Cartesian coordinates (Å):
C  0.62  0.33  -0.13
N  1.24  -0.71  0.15
N  0.86  -1.95  -0.38
O  1.57  -2.47  -1.17
O  -0.17  -2.40  0.12
F  -1.82  -0.42  0.67
H  0.93  1.16  0.58
H  -1.36  -1.12  0.33
H  -0.15  0.52  -0.94


[3]
A structure of composition C22H29FeN8O4S. Source: the Open Molecules 2025 dataset; level of theory: the ωB97M-V functional and the def2-TZVPD basis.

Its charge is -1. For the lowest unoccupied orbital energy (alpha / beta), the calculation gives 2.58 / 2.55 eV. The spin multiplicity is 1.

Cartesian coordinates (Å):
Fe  -0.77  -0.16  0.34
N  -2.21  -0.48  1.77
C  -2.40  -1.95  1.93
C  -1.20  -2.73  1.41
O  -1.00  -3.90  1.79
N  -0.49  -2.03  0.54
C  0.71  -2.52  -0.08
C  1.66  -1.34  -0.32
O  2.85  -1.54  -0.55
O  1.10  -0.17  -0.28
H  -1.77  -0.10  2.60
H  -3.09  -0.01  1.61
H  -3.26  -2.24  1.33
H  -2.58  -2.23  2.97
H  0.50  -2.95  -1.06
H  1.20  -3.29  0.51
N  -2.93  -2.87  -2.69
C  -2.77  -1.66  -2.03
S  -4.06  -1.11  -1.05
N  -1.67  -1.02  -2.35
N  -1.38  0.02  -1.54
C  -1.10  1.16  -2.07
C  -1.13  1.42  -3.53
C  -0.16  0.84  -4.35
C  -0.16  1.08  -5.71
C  -1.14  1.90  -6.27
C  -2.11  2.47  -5.46
C  -2.10  2.23  -4.10
C  -0.79  2.22  -1.11
C  -0.55  3.54  -1.46
C  -0.33  4.48  -0.47
C  -0.35  4.08  0.86
C  -0.56  2.74  1.14
N  -0.78  1.83  0.18
H  -3.64  -3.45  -2.29
H  -2.06  -3.33  -2.92
H  0.58  0.19  -3.90
H  0.59  0.63  -6.34
H  -1.14  2.08  -7.34
H  -2.88  3.10  -5.90
H  -2.87  2.66  -3.46
H  -0.53  3.82  -2.51
H  -0.14  5.51  -0.73
H  -0.17  4.77  1.67
H  -0.51  2.35  2.15
C  2.66  -2.55  2.82
N  1.72  -1.58  3.35
C  0.63  -2.14  4.14
C  1.62  -0.30  2.89
O  0.55  0.32  2.89
N  2.79  0.27  2.44
C  2.69  1.52  1.72
C  4.04  0.08  3.14
H  2.10  -3.42  2.47
H  3.37  -2.89  3.59
H  3.19  -2.14  1.96
H  0.03  -2.85  3.56
H  -0.01  -1.33  4.49
H  1.05  -2.66  5.01
H  1.87  1.47  1.02
H  3.61  1.66  1.15
H  2.57  2.37  2.41
H  4.00  -0.79  3.79
H  4.26  0.96  3.76
H  4.86  -0.06  2.43


The evaluated electronic energy for the records listed, in turn: -2324.95214, -399.61164, -3256.81132 hartree.
The evaluated energy relative to the best compared isomer or geometry (same formula, charge and spin) for the records listed, in turn: 123.3, 119.7, 25.0 kJ/mol.